6 unconnected molecules or ions with the total composition C47H99N5O7 at a distorted geometry, computed with wB97M-V/def2-TZVPD.

## Properties
Energy relative to the best compared isomer or geometry (same formula, charge and spin) ... 0.0 kcal/mol
Charge ... -2
Highest occupied orbital energy ... 0.45 eV
E_LUMO ... 3.85 eV

Last columns: bonded neighbours and bond lengths (Å).
CARTESIAN COORDINATES (ANGSTROEM)
1 O -0.75 -1.50 1.70  C2 1.375
2 C -0.14 -0.33 1.32  O1 1.375, C3 1.539, H5 1.128, H6 1.114
3 C 1.05 -0.42 0.34  C2 1.539, O4 1.404, H7 1.104, H8 1.118
4 O 0.75 -0.81 -0.97  C3 1.404
5 H 0.16 0.29 2.21  C2 1.128
6 H -0.97 0.28 0.89  C2 1.114
7 H 1.82 -1.12 0.72  C3 1.104
8 H 1.44 0.63 0.36  C3 1.118
9 C 2.03 -5.30 -0.38  C10 1.562, H20 1.087, H21 1.093, H22 1.089
10 C 2.96 -4.81 -1.53  C9 1.562, C11 1.540, N15 1.458, C19 1.558
11 C 3.90 -5.99 -1.82  C10 1.540, C12 1.520, H23 1.091, H24 1.099
12 C 4.71 -5.90 -3.11  C11 1.520, C13 1.539, H25 1.089, H26 1.098
13 C 3.88 -5.41 -4.31  C12 1.539, C14 1.549, H27 1.099, H28 1.092
14 C 2.89 -4.27 -4.00  C13 1.549, N15 1.471, C17 1.543, C18 1.547
15 N 2.20 -4.38 -2.70  C10 1.458, C14 1.471, O16 1.398
16 O 1.36 -3.28 -2.47  N15 1.398, H38 0.975
17 C 3.64 -2.94 -4.16  C14 1.543, H29 1.093, H30 1.091, H31 1.086
18 C 1.76 -4.38 -5.05  C14 1.547, H32 1.090, H33 1.091, H34 1.092
19 C 3.87 -3.69 -0.94  C10 1.558, H35 1.093, H36 1.094, H37 1.088
20 H 2.70 -5.63 0.41  C9 1.087
21 H 1.53 -6.19 -0.77  C9 1.093
22 H 1.31 -4.51 -0.18  C9 1.089
23 H 4.51 -6.15 -0.94  C11 1.091
24 H 3.29 -6.90 -1.89  C11 1.099
25 H 5.17 -6.86 -3.33  C12 1.089
26 H 5.42 -5.08 -2.96  C12 1.098
27 H 3.38 -6.30 -4.72  C13 1.099
28 H 4.58 -5.18 -5.13  C13 1.092
29 H 4.72 -3.06 -4.27  C17 1.093
30 H 3.27 -2.44 -5.05  C17 1.091
31 H 3.52 -2.26 -3.32  C17 1.086
32 H 2.09 -4.62 -6.06  C18 1.090
33 H 1.02 -5.09 -4.69  C18 1.091
34 H 1.20 -3.44 -5.05  C18 1.092
35 H 4.93 -3.67 -1.17  C19 1.093
36 H 3.87 -3.88 0.14  C19 1.094
37 H 3.41 -2.71 -1.09  C19 1.088
38 H 1.96 -2.52 -2.36  O16 0.975
39 C 5.58 0.35 -3.75  C40 1.549, H50 1.094, H51 1.091, H52 1.094
40 C 4.98 0.88 -2.43  C39 1.549, C41 1.510, N45 1.444, C49 1.546
41 C 5.92 1.87 -1.78  C40 1.510, C42 1.535, H53 1.098, H54 1.095
42 C 5.87 3.32 -2.29  C41 1.535, C43 1.539, H55 1.094, H56 1.091
43 C 4.44 3.83 -2.07  C42 1.539, C44 1.554, H57 1.096, H58 1.087
44 C 3.40 2.91 -2.78  C43 1.554, N45 1.455, C47 1.549, C48 1.519
45 N 3.68 1.52 -2.48  C40 1.444, C44 1.455, O46 1.397
46 O 2.66 0.64 -2.86  N45 1.397, H68 0.985
47 C 1.98 3.26 -2.27  C44 1.549, H59 1.091, H60 1.093, H61 1.093
48 C 3.33 3.20 -4.27  C44 1.519, H62 1.097, H63 1.091, H64 1.092
49 C 4.87 -0.29 -1.43  C40 1.546, H65 1.091, H66 1.090, H67 1.090
50 H 5.78 1.11 -4.52  C39 1.094
51 H 4.97 -0.40 -4.25  C39 1.091
52 H 6.55 -0.11 -3.51  C39 1.094
53 H 5.61 1.95 -0.73  C41 1.098
54 H 6.93 1.46 -1.66  C41 1.095
55 H 6.12 3.33 -3.35  C42 1.094
56 H 6.61 3.91 -1.74  C42 1.091
57 H 4.33 4.75 -2.65  C43 1.096
58 H 4.21 4.02 -1.02  C43 1.087
59 H 1.20 2.67 -2.77  C47 1.091
60 H 1.72 3.11 -1.22  C47 1.093
61 H 1.77 4.31 -2.53  C47 1.093
62 H 4.25 3.07 -4.84  C48 1.097
63 H 2.63 2.50 -4.71  C48 1.091
64 H 3.05 4.25 -4.41  C48 1.092
65 H 5.80 -0.79 -1.14  C49 1.091
66 H 4.32 -1.06 -1.97  C49 1.090
67 H 4.22 -0.08 -0.57  C49 1.090
68 H 2.18 0.36 -2.04  O46 0.985
69 C 0.24 0.15 5.83  C70 1.507, H80 1.097, H81 1.094, H82 1.093
70 C -0.39 -1.22 5.75  C69 1.507, C71 1.534, N75 1.475, C79 1.556
71 C -0.01 -2.12 6.94  C70 1.534, C72 1.531, H83 1.091, H84 1.095
72 C -0.88 -2.00 8.19  C71 1.531, C73 1.545, H85 1.097, H86 1.093
73 C -2.37 -2.14 7.79  C72 1.545, C74 1.536, H87 1.091, H88 1.092
74 C -2.76 -1.08 6.75  C73 1.536, N75 1.461, C77 1.529, C78 1.537
75 N -1.85 -1.25 5.61  C70 1.475, C74 1.461, O76 1.390
76 O -2.28 -0.67 4.43  N75 1.390, H98 0.970
77 C -4.19 -1.44 6.36  C74 1.529, H89 1.089, H90 1.092, H91 1.098
78 C -2.71 0.33 7.36  C74 1.537, H92 1.091, H93 1.094, H94 1.093
79 C 0.18 -1.95 4.50  C70 1.556, H95 1.088, H96 1.094, H97 1.099
80 H 0.28 0.57 6.84  C69 1.097
81 H -0.24 0.91 5.21  C69 1.094
82 H 1.28 0.18 5.52  C69 1.093
83 H -0.03 -3.16 6.62  C71 1.091
84 H 1.01 -1.94 7.30  C71 1.095
85 H -0.74 -1.02 8.67  C72 1.097
86 H -0.60 -2.74 8.93  C72 1.093
87 H -2.99 -2.11 8.69  C73 1.091
88 H -2.38 -3.15 7.36  C73 1.092
89 H -4.69 -0.84 5.59  C77 1.089
90 H -4.30 -2.49 6.09  C77 1.092
91 H -4.84 -1.37 7.24  C77 1.098
92 H -1.71 0.76 7.31  C78 1.091
93 H -3.27 1.10 6.82  C78 1.094
94 H -3.02 0.31 8.40  C78 1.093
95 H 0.04 -3.03 4.52  C79 1.088
96 H 1.24 -1.69 4.43  C79 1.094
97 H -0.23 -1.63 3.53  C79 1.099
98 H -2.19 0.29 4.57  O76 0.970
99 C -1.34 1.62 -2.60  C100 1.540, H110 1.093, H111 1.097, H112 1.090
100 C -2.40 0.69 -3.23  C99 1.540, C101 1.525, N105 1.489, C109 1.527
101 C -3.44 1.43 -4.07  C100 1.525, C102 1.553, H113 1.095, H114 1.095
102 C -2.99 1.84 -5.50  C101 1.553, C103 1.521, H115 1.092, H116 1.091
103 C -2.45 0.60 -6.19  C102 1.521, C104 1.545, H117 1.098, H118 1.095
104 C -1.32 -0.16 -5.46  C103 1.545, N105 1.458, C107 1.507, C108 1.519
105 N -1.77 -0.35 -4.09  C100 1.489, C104 1.458, O106 1.414
106 O -0.88 -1.15 -3.33  N105 1.414, H128 0.976
107 C -1.16 -1.45 -6.22  C104 1.507, H119 1.096, H120 1.094, H121 1.091
108 C -0.06 0.68 -5.55  C104 1.519, H122 1.090, H123 1.094, H124 1.096
109 C -3.14 -0.04 -2.12  C100 1.527, H125 1.093, H126 1.098, H127 1.090
110 H -1.85 2.35 -1.97  C99 1.093
111 H -0.68 1.01 -1.97  C99 1.097
112 H -0.76 2.16 -3.34  C99 1.090
113 H -4.33 0.81 -4.21  C101 1.095
114 H -3.86 2.29 -3.53  C101 1.095
115 H -3.89 2.16 -6.02  C102 1.092
116 H -2.29 2.68 -5.39  C102 1.091
117 H -2.15 0.94 -7.19  C103 1.098
118 H -3.30 -0.06 -6.40  C103 1.095
119 H -0.21 -1.97 -6.03  C107 1.096
120 H -1.08 -1.27 -7.29  C107 1.094
121 H -1.90 -2.21 -5.95  C107 1.091
122 H -0.23 1.74 -5.35  C108 1.090
123 H 0.49 0.59 -6.50  C108 1.094
124 H 0.65 0.30 -4.81  C108 1.096
125 H -2.49 -0.73 -1.58  C109 1.093
126 H -3.43 0.67 -1.33  C109 1.098
127 H -4.07 -0.56 -2.38  C109 1.090
128 H -0.27 -0.47 -2.98  O106 0.976
129 C -4.34 3.98 5.22  C130 1.539, H140 1.087, H141 1.094, H142 1.093
130 C -5.17 3.62 3.97  C129 1.539, C131 1.544, N135 1.461, C139 1.544
131 C -5.36 4.86 3.07  C130 1.544, C132 1.535, H143 1.089, H144 1.094
132 C -4.04 5.26 2.40  C131 1.535, C133 1.517, H145 1.096, H146 1.090
133 C -3.56 4.07 1.60  C132 1.517, C134 1.546, H147 1.094, H148 1.097
134 C -3.39 2.73 2.36  C133 1.546, N135 1.475, C137 1.527, C138 1.537
135 N -4.59 2.53 3.19  C130 1.461, C134 1.475, O136 1.402
136 O -4.57 1.34 3.93  N135 1.402, H158 0.964
137 C -3.33 1.64 1.29  C134 1.527, H149 1.093, H150 1.096, H151 1.089
138 C -2.04 2.72 3.10  C134 1.537, H152 1.092, H153 1.091, H154 1.094
139 C -6.60 3.20 4.39  C130 1.544, H155 1.092, H156 1.092, H157 1.089
140 H -3.27 4.05 5.08  C129 1.087
141 H -4.46 3.19 5.97  C129 1.094
142 H -4.81 4.88 5.62  C129 1.093
143 H -6.11 4.75 2.30  C131 1.089
144 H -5.50 5.72 3.74  C131 1.094
145 H -3.30 5.46 3.18  C132 1.096
146 H -4.13 6.14 1.76  C132 1.090
147 H -2.61 4.25 1.08  C133 1.094
148 H -4.26 3.96 0.77  C133 1.097
149 H -3.11 0.68 1.76  C137 1.093
150 H -4.24 1.45 0.71  C137 1.096
151 H -2.60 1.89 0.52  C137 1.089
152 H -1.61 3.69 3.38  C138 1.092
153 H -2.09 2.09 3.99  C138 1.091
154 H -1.29 2.22 2.48  C138 1.094
155 H -6.43 2.37 5.08  C139 1.092
156 H -7.11 2.82 3.50  C139 1.092
157 H -7.26 3.95 4.82  C139 1.089
158 H -5.21 0.73 3.54  O136 0.964